Entry 1:
Formula: C43H48Cl2CrN3P2SSi2
Source: the Open Molecules 2025 dataset
Level of theory: ωB97M-V with the def2-TZVPD basis set

Its multiplicity is 4. As for the charge: 0. The value obtained for the frontier orbital gap (spin up / spin down) is 7.090 / 7.763 eV. The HOMO energy (spin up / spin down) is -7.5 / -7.6 eV.

Last column: Löwdin charge in e.
CARTESIAN COORDINATES (ANGSTROEM)
Cr1 0.58408 1.05214 -0.08859  0.353
C1 -2.82932 1.40882 4.20551  -0.179
Si1 -3.22527 1.01229 2.41687  0.298
C2 -3.84390 2.62298 1.69189  -0.179
C3 -4.67779 -0.18358 2.39444  -0.168
N1 -1.92124 0.47534 1.45884  -0.248
P1 -0.94417 -0.74365 1.63344  0.627
C4 0.08943 -1.06278 0.31439  -0.514
P2 -0.11734 -1.23479 -1.34266  0.687
N2 0.32218 0.22520 -1.91428  -0.329
Si2 1.04592 0.88966 -3.35740  0.341
C5 0.20262 0.26262 -4.90814  -0.175
C6 2.87406 0.52134 -3.39116  -0.153
C7 0.79066 2.72969 -3.40227  -0.180
C8 1.07588 -2.43369 -2.01723  -0.278
C9 1.14520 -2.69359 -3.38832  -0.117
C10 2.18720 -3.44405 -3.91325  -0.075
C11 3.17801 -3.93767 -3.07036  -0.082
C12 3.10771 -3.69815 -1.70506  -0.073
C13 2.05715 -2.95402 -1.17936  -0.094
C14 -1.75701 -1.82992 -1.86771  -0.276
C15 -1.95266 -3.01713 -2.57294  -0.080
C16 -3.23751 -3.51352 -2.77864  -0.075
C17 -4.33968 -2.83737 -2.27435  -0.079
C18 -4.15599 -1.67263 -1.53896  -0.070
C19 -2.87571 -1.18310 -1.32261  -0.105
C20 -1.76619 -2.27700 2.19749  -0.270
C21 -2.21012 -3.22231 1.27414  -0.071
C22 -2.97787 -4.30717 1.68075  -0.075
C23 -3.29608 -4.46914 3.02297  -0.088
C24 -2.83374 -3.55066 3.95871  -0.080
C25 -2.07843 -2.45894 3.54718  -0.095
C26 0.29314 -0.39108 2.94794  -0.308
C27 1.03726 -1.39239 3.57008  -0.089
C28 2.06402 -1.06356 4.44434  -0.078
C29 2.37649 0.27187 4.69284  -0.086
C30 1.65186 1.27569 4.07267  -0.073
C31 0.60598 0.94015 3.21699  -0.126
H1 -3.64587 2.01727 4.61914  0.032
H2 -1.89973 1.98163 4.30350  0.018
H3 -2.73650 0.51322 4.82982  0.019
H4 -4.78646 2.90544 2.18184  0.035
H5 -4.03351 2.52971 0.61177  0.021
H6 -3.12676 3.44091 1.84654  0.024
H7 -5.59291 0.33155 2.07237  0.024
H8 -4.86333 -0.60666 3.38799  0.025
H9 -4.49906 -1.02198 1.70854  0.013
H10 -0.85221 0.01698 -4.72309  0.033
H11 0.69514 -0.61572 -5.33846  0.015
H12 0.23386 1.05945 -5.66385  0.034
H13 3.15667 -0.05820 -4.28031  0.033
H14 3.16105 -0.06051 -2.51096  0.014
H15 3.45702 1.45134 -3.39273  0.037
H16 -0.27318 2.98559 -3.50318  0.030
H17 1.31671 3.13308 -4.27938  0.043
H18 1.19230 3.22836 -2.51590  -0.011
H19 0.38270 -2.30371 -4.05138  0.087
H20 2.22901 -3.64332 -4.97887  0.106
H21 3.99905 -4.51414 -3.47902  0.102
H22 3.87584 -4.08680 -1.04532  0.104
H23 1.98245 -2.76921 -0.11473  0.077
H24 -1.10815 -3.57332 -2.95502  0.090
H25 -3.37138 -4.44114 -3.32095  0.103
H26 -5.33895 -3.23043 -2.43292  0.105
H27 -5.00688 -1.16269 -1.09918  0.107
H28 -2.74013 -0.33439 -0.66062  0.071
H29 -1.94647 -3.11493 0.22905  0.082
H30 -3.32620 -5.02735 0.94812  0.103
H31 -3.89544 -5.31567 3.34225  0.101
H32 -3.06407 -3.68442 5.01130  0.104
H33 -1.72385 -1.74574 4.28065  0.100
H34 0.82225 -2.43414 3.35283  0.112
H35 2.63469 -1.85086 4.92605  0.102
H36 3.17961 0.52444 5.37471  0.101
H37 1.89544 2.31694 4.25124  0.110
H38 0.01800 1.72326 2.75938  0.081
Cl1 2.59314 -0.02528 0.49809  0.863
C32 3.92499 1.09515 0.66693  -0.580
C33 5.17302 0.59062 0.97247  -0.101
C34 6.22582 1.47757 1.11307  -0.086
C35 6.00331 2.83644 0.95072  -0.115
C36 4.73352 3.30866 0.65596  -0.675
Cl2 4.51780 5.02363 0.47962  0.663
C37 3.63947 2.44435 0.50338  -0.675
S1 2.02536 3.01339 0.14371  0.675
H39 5.31012 -0.47845 1.10079  0.111
H40 7.21665 1.11314 1.35316  0.106
H41 6.81651 3.54619 1.04835  0.104
C38 -3.92132 5.40181 -1.45666  -0.028
C39 -2.87734 4.36920 -1.13971  -0.265
C40 -1.86033 4.60952 -0.23485  -0.018
C41 -0.94062 3.62089 0.04925  -0.167
N3 -0.93703 2.41247 -0.53641  -0.040
C42 -1.92312 2.18160 -1.41962  -0.129
C43 -2.89431 3.10932 -1.72898  -0.017
H42 -3.64314 6.38365 -1.07427  0.081
H43 -4.87524 5.11856 -1.00345  0.091
H44 -4.07993 5.47725 -2.53430  0.086
H45 -1.77688 5.56485 0.26978  0.126
H46 -0.18100 3.80235 0.79344  0.049
H47 -1.90286 1.23497 -1.92326  0.087
H48 -3.66114 2.84098 -2.44777  0.127

Atomic forces in eV per Å
Cr -0.007 -0.394 -0.590
C 0.080 0.026 0.258
Si 0.001 0.114 -0.224
C -0.142 0.266 -0.123
C -0.176 -0.212 -0.047
N -0.019 0.040 0.264
P 0.392 -0.615 0.211
C -0.418 1.063 -0.203
P 0.368 -0.231 0.087
N -0.161 0.215 0.097
Si -0.178 -0.108 0.137
C -0.135 -0.184 -0.233
C 0.347 -0.045 -0.140
C -0.107 0.354 0.041
C 0.023 -0.023 -0.116
C 0.117 -0.003 0.026
C -0.016 -0.011 0.033
C -0.048 0.019 0.014
C -0.014 0.003 -0.022
C -0.022 -0.118 -0.039
C -0.184 -0.038 0.070
C -0.126 0.050 -0.106
C 0.032 0.063 0.058
C 0.002 -0.059 -0.025
C 0.107 0.040 0.024
C -0.040 0.021 -0.149
C -0.127 0.006 0.158
C 0.064 -0.032 0.039
C 0.028 0.033 0.026
C 0.015 0.007 0.025
C 0.021 0.030 -0.007
C -0.101 -0.068 -0.134
C -0.116 0.147 0.103
C 0.112 -0.001 -0.032
C -0.005 -0.011 -0.051
C -0.009 -0.085 0.011
C -0.034 -0.038 -0.064
C 0.037 -0.142 0.084
H 0.129 -0.112 -0.018
H -0.136 -0.049 -0.001
H 0.024 0.077 -0.058
H 0.149 -0.008 -0.097
H 0.018 0.025 0.320
H -0.193 -0.188 -0.028
H 0.121 -0.117 0.068
H -0.011 0.007 -0.117
H -0.029 0.118 0.102
H 0.160 0.033 -0.066
H -0.111 0.126 0.038
H -0.031 -0.159 0.114
H -0.025 0.105 0.171
H 0.034 0.015 -0.046
H -0.054 -0.172 0.025
H 0.202 -0.008 0.016
H -0.094 -0.079 0.135
H -0.052 0.003 -0.084
H 0.040 0.006 0.001
H 0.003 0.027 0.074
H -0.021 0.015 0.007
H -0.061 0.006 -0.039
H 0.011 0.035 -0.015
H -0.037 -0.016 0.040
H 0.004 0.020 -0.013
H 0.095 0.031 0.017
H 0.066 -0.032 -0.031
H 0.023 0.015 -0.023
H -0.052 -0.036 0.090
H 0.040 0.049 0.036
H 0.055 0.072 -0.025
H 0.020 0.027 -0.103
H -0.011 0.046 0.036
H 0.008 0.053 0.033
H -0.051 0.056 -0.022
H 0.001 -0.022 -0.037
H -0.034 -0.045 -0.011
H -0.100 0.108 -0.079
Cl 0.626 -0.378 0.266
C -0.026 -0.047 -0.018
C -0.006 -0.152 0.024
C 0.066 0.002 0.033
C 0.012 0.120 -0.027
C 0.035 -0.009 0.008
Cl -0.010 -0.106 0.001
C -0.050 0.128 -0.030
S -0.055 -0.158 0.022
H -0.016 0.129 -0.032
H -0.040 0.026 -0.027
H -0.081 -0.054 0.011
C 0.001 -0.078 -0.010
C -0.094 0.083 -0.171
C 0.068 0.110 0.033
C -0.074 -0.177 0.088
N -0.412 0.626 -0.032
C 0.177 0.164 0.040
C -0.030 -0.017 -0.097
H 0.006 -0.054 -0.012
H 0.047 0.005 -0.006
H 0.012 -0.006 0.058
H -0.004 -0.061 -0.007
H 0.077 0.009 0.014
H 0.056 -0.238 -0.031
H 0.055 0.022 0.035


Entry 2:
Formula: C43H48F4N2O6P3S
Source: the Open Molecules 2025 dataset
Level of theory: ωB97M-V with the def2-TZVPD basis set

As for the charge: +1. The value obtained for the frontier orbital gap is 7.233 eV. The HOMO energy is -10.8 eV.

Last column: Löwdin charge in e.
CARTESIAN COORDINATES (ANGSTROEM)
C1 1.76270 0.50283 -0.03133  0.011
C2 2.78082 -0.59618 0.23670  -0.295
F1 4.02849 -0.19373 -0.20127  -0.050
C3 2.50539 -1.89356 -0.46948  -0.136
C4 3.30634 -2.54004 -1.32596  -0.149
P1 5.03291 -2.11744 -1.82474  0.749
O1 5.09138 -1.34454 -3.06826  -0.361
N1 2.53394 -3.61248 -1.81649  0.160
C5 2.90086 -4.57805 -2.87160  -0.623
F2 1.98368 -4.59320 -3.81114  0.218
F3 2.98356 -5.78683 -2.33475  0.208
F4 4.04963 -4.24233 -3.39033  0.202
C6 1.34658 -3.64558 -1.22315  -0.261
C7 0.24650 -4.56201 -1.54776  -0.128
P2 -0.90534 -3.60435 -2.62335  0.423
O2 -0.12478 -2.55497 -3.28298  -0.228
O3 -2.07495 -3.07266 -1.72019  -0.134
O4 -1.56953 -4.67937 -3.56606  -0.061
N2 1.30865 -2.64185 -0.34419  0.031
P3 -0.00056 -2.35278 0.77739  0.207
O5 -0.79670 -1.18990 0.10710  -0.159
O6 0.70599 -1.69496 2.02436  -0.151
S1 -1.07909 -3.85177 1.25486  0.512
H1 1.07503 0.25251 -0.82805  0.066
H2 1.22276 0.76553 0.86901  0.088
H3 2.32727 1.37706 -0.33655  0.106
H4 2.87466 -0.77128 1.30447  0.143
H5 5.54061 -1.54073 -0.66598  0.033
H6 5.63901 -3.37254 -1.85007  0.022
H7 0.61402 -5.37571 -2.15865  0.096
H8 -0.20087 -4.99433 -0.66071  0.034
H9 -2.33193 -2.18079 -2.00463  0.079
H10 -1.25378 -5.58182 -3.46291  0.098
H11 -1.74290 -1.28277 0.30696  0.089
H12 1.54989 -2.11067 2.25809  0.060
C8 -2.77056 0.67884 -3.17176  -0.098
C9 -1.64037 0.69799 -2.36369  -0.114
C10 -1.44302 1.74167 -1.46893  -0.097
C11 -2.37761 2.76310 -1.37954  -0.084
C12 -3.50855 2.74124 -2.18358  -0.077
C13 -3.70484 1.70176 -3.08192  -0.080
H13 -2.92185 -0.12965 -3.87758  0.106
H14 -0.91301 -0.10426 -2.43801  0.076
H15 -0.56361 1.76226 -0.83828  0.084
H16 -2.22615 3.57734 -0.68221  0.106
H17 -4.23530 3.53952 -2.10800  0.093
H18 -4.58311 1.69000 -3.71360  0.107
C14 -3.25017 7.46960 -1.49379  -0.097
C15 -4.08870 8.33085 -0.80028  -0.094
C16 -5.46267 8.25817 -0.98207  -0.093
C17 -5.99952 7.32171 -1.85410  -0.094
C18 -5.16140 6.45922 -2.54661  -0.106
C19 -3.78694 6.53473 -2.36803  -0.111
H19 -2.17842 7.52864 -1.35492  0.100
H20 -3.67128 9.06070 -0.11923  0.102
H21 -6.11561 8.93371 -0.44551  0.102
H22 -7.07077 7.26607 -1.99576  0.102
H23 -5.58045 5.73038 -3.22914  0.099
H24 -3.13211 5.86561 -2.91256  0.096
C20 6.46081 2.64992 1.19605  -0.100
C21 5.86906 2.48025 -0.04838  -0.104
C22 5.85701 3.52695 -0.96025  -0.093
C23 6.44052 4.74132 -0.62859  -0.091
C24 7.03342 4.90966 0.61480  -0.090
C25 7.04214 3.86525 1.52836  -0.094
H25 6.47128 1.83429 1.90853  0.097
H26 5.42031 1.53419 -0.30950  0.069
H27 5.39516 3.39561 -1.93042  0.102
H28 6.43534 5.55629 -1.34010  0.103
H29 7.49071 5.85582 0.87168  0.103
H30 7.50336 3.99845 2.49801  0.102
C26 -4.99299 -1.78456 -0.58170  -0.100
C27 -6.34259 -1.50980 -0.74939  -0.084
C28 -7.29246 -2.33512 -0.16507  -0.083
C29 -6.89442 -3.42962 0.59041  -0.083
C30 -5.54494 -3.70279 0.76117  -0.083
C31 -4.59494 -2.88196 0.17153  -0.114
H31 -4.25372 -1.13439 -1.03983  0.081
H32 -6.65345 -0.65331 -1.33294  0.104
H33 -8.34518 -2.12448 -0.29736  0.106
H34 -7.63756 -4.06897 1.04775  0.106
H35 -5.23522 -4.55436 1.35322  0.103
H36 -3.54034 -3.09093 0.29743  0.018
C32 3.57231 -5.11025 4.49598  -0.072
C33 4.85680 -5.53492 4.18665  -0.069
C34 5.43338 -5.19632 2.96999  -0.076
C35 4.72570 -4.42466 2.06149  -0.089
C36 3.44315 -3.99975 2.37584  -0.108
C37 2.85938 -4.34184 3.58768  -0.085
H37 3.12581 -5.37965 5.44314  0.111
H38 5.41137 -6.13306 4.89651  0.111
H39 6.43314 -5.53260 2.73166  0.110
H40 5.17660 -4.15563 1.11314  0.092
H41 2.89340 -3.39756 1.65781  0.054
H42 1.85253 -4.01914 3.82674  0.101
C38 -1.46334 0.80412 2.99401  -0.104
C39 -2.25074 1.72805 2.32070  -0.093
C40 -2.52323 2.95768 2.90277  -0.085
C41 -2.00458 3.26193 4.15359  -0.083
C42 -1.21680 2.33705 4.82516  -0.087
C43 -0.94704 1.10529 4.24627  -0.091
H43 -1.24719 -0.15275 2.53976  0.062
H44 -2.65439 1.49288 1.34303  0.088
H45 -3.14218 3.67766 2.38332  0.104
H46 -2.21665 4.22078 4.60718  0.106
H47 -0.81519 2.57608 5.80074  0.104
H48 -0.33780 0.38090 4.77210  0.101

Atomic forces in eV per Å
C 0.258 0.053 -0.038
C -0.340 0.037 0.265
F -0.127 0.143 0.021
C -0.355 -0.047 0.565
C 0.373 -0.334 -0.506
P 0.051 0.137 -0.392
O -0.004 0.091 -0.102
N 0.283 -0.370 -0.394
C -0.075 0.212 0.307
F -0.223 0.040 -0.229
F 0.048 -0.171 0.128
F 0.348 0.133 -0.099
C 0.160 -0.228 0.081
C -0.332 -0.277 -0.339
P 0.471 0.014 -0.501
O -0.055 0.139 0.013
O -0.155 0.022 -0.044
O -0.004 -0.094 0.177
N 0.161 1.098 0.065
P -1.547 -1.159 1.290
O 0.244 0.507 -0.161
O 0.856 0.387 -0.665
S 0.462 -0.012 0.141
H -0.124 -0.055 -0.142
H -0.232 -0.050 0.121
H 0.090 0.159 -0.077
H 0.156 0.049 0.178
H 0.114 -0.227 0.074
H 0.014 -0.245 0.133
H 0.152 -0.133 -0.067
H -0.127 0.118 0.099
H -0.142 0.091 0.037
H -0.121 -0.149 -0.186
H -0.076 0.126 -0.102
H -0.094 -0.101 0.446
C -0.012 -0.082 0.020
C 0.021 -0.159 0.025
C -0.055 -0.002 0.043
C 0.025 0.015 0.036
C -0.060 0.017 -0.020
C -0.032 -0.002 0.035
H 0.032 0.019 -0.044
H 0.049 0.046 -0.093
H -0.025 0.029 0.009
H 0.002 0.016 -0.003
H -0.006 0.012 -0.003
H -0.012 -0.003 -0.006
C 0.001 -0.012 0.016
C 0.002 0.000 0.011
C -0.003 0.002 0.005
C -0.010 -0.007 0.006
C 0.001 -0.020 0.006
C 0.029 -0.043 -0.004
H 0.011 0.009 -0.008
H 0.004 0.014 0.001
H -0.007 0.004 0.009
H -0.011 0.003 -0.005
H -0.005 0.010 -0.024
H 0.006 0.006 -0.016
C -0.020 -0.009 -0.003
C 0.044 0.071 0.014
C -0.015 -0.002 -0.006
C -0.008 0.006 0.001
C 0.002 0.008 0.001
C 0.004 0.001 0.012
H 0.008 -0.007 0.005
H 0.024 0.012 -0.031
H 0.015 -0.011 -0.014
H 0.000 0.010 -0.007
H 0.003 0.012 0.005
H 0.010 0.001 0.007
C 0.017 -0.077 0.047
C -0.002 0.043 -0.032
C 0.000 -0.003 0.006
C -0.003 0.001 -0.010
C 0.003 -0.004 0.015
C 0.035 0.156 -0.012
H -0.016 0.080 -0.025
H -0.001 0.009 -0.009
H -0.009 0.007 0.003
H -0.008 -0.008 0.002
H 0.003 -0.003 0.005
H -0.078 -0.097 0.027
C 0.017 -0.014 0.018
C -0.013 0.003 -0.001
C 0.010 -0.013 0.004
C 0.012 0.056 -0.053
C -0.094 0.040 0.034
C -0.031 0.043 -0.033
H -0.003 -0.002 0.013
H 0.006 -0.012 0.008
H 0.013 -0.002 0.002
H 0.002 0.004 0.004
H 0.053 -0.082 -0.088
H -0.014 -0.024 0.007
C -0.004 0.054 -0.049
C 0.004 -0.031 -0.031
C -0.001 0.020 -0.006
C 0.005 -0.001 0.001
C -0.002 0.012 0.002
C 0.029 -0.011 -0.011
H -0.027 -0.039 0.066
H -0.012 0.006 -0.005
H -0.005 0.008 -0.005
H -0.004 0.010 0.007
H -0.001 0.002 0.014
H -0.001 -0.005 0.005